Entry from OMol25: a 14-piece molecular cluster, C57H81N11O9 overall at a distorted geometry (ωB97M-V with the def2-TZVPD basis set).

Geometry as XYZ:
```
158
Properties=species:S:1:pos:R:3:forces:R:3:mulliken_charge:R:1
N 6.394031 -1.026775 0.613406 0.101 -0.155 0.110 -0.6094
C 6.145731 -0.598785 -0.637334 -1.477 -0.706 0.851 -0.3846
C 4.899191 -0.860995 -1.239874 0.695 0.561 0.146 -0.1202
C 3.950641 -1.579665 -0.542324 0.162 0.206 -1.138 -0.3095
C 4.214831 -1.972585 0.736806 -0.462 -0.796 0.668 -0.0179
C 5.445571 -1.707865 1.295426 0.536 0.667 -1.136 -0.5262
H 6.927561 -0.057115 -1.148934 0.103 0.054 0.032 0.3626
H 4.614071 -0.478895 -2.208954 0.404 -0.051 -0.259 0.2322
H 3.077001 -1.885945 -1.098514 -0.438 0.108 0.340 0.4817
H 3.471771 -2.552115 1.264456 0.016 -0.071 0.264 0.5026
H 5.681101 -2.097615 2.274726 0.251 0.235 0.145 0.4096
N -2.912379 -4.336145 -3.837884 0.383 1.159 -0.579 -0.1400
C -4.167609 -4.682055 -4.185594 2.239 -0.734 1.614 -0.1481
C -4.928069 -3.984035 -5.040004 -1.224 0.107 -1.365 -0.6987
C -4.369209 -2.909055 -5.665244 0.282 2.160 -0.491 -0.3635
C -3.124789 -2.421895 -5.272314 0.479 -0.690 0.304 -0.6597
C -2.398899 -3.176405 -4.373324 -1.285 -2.137 0.457 -0.3555
H -4.543949 -5.619255 -3.802944 0.089 -0.103 0.398 0.4074
H -5.904069 -4.378235 -5.281724 -0.114 0.220 -0.211 0.4415
H -4.879019 -2.348205 -6.434624 -0.354 -0.100 -0.061 0.3929
H -2.597689 -1.545455 -5.619334 -0.474 0.180 -0.619 0.4504
H -1.368759 -2.927215 -4.165684 0.097 -0.062 0.366 0.6526
N 0.030801 -1.864665 -1.063464 -0.232 1.197 -0.136 0.3662
C 0.388251 -1.781105 0.213926 0.198 1.432 -0.359 -1.1073
C 0.602961 -0.542525 0.870856 0.034 -0.148 -0.174 -0.2692
C 0.424931 0.658705 0.183846 -0.114 -1.700 -0.768 0.0824
C 0.101401 0.556665 -1.183734 0.131 -0.074 0.184 -0.1849
C -0.118839 -0.694585 -1.774294 0.796 -1.248 1.630 -1.6748
H 0.571471 -2.721095 0.713176 -0.053 -0.125 0.241 0.6036
H 0.967801 -0.553985 1.887306 -0.127 0.023 0.144 0.5148
H 0.572481 1.642605 0.604046 0.221 -0.033 0.241 0.6094
H 0.157371 1.507785 -1.692284 -0.488 -0.153 -0.713 -0.0629
H -0.308839 -0.984015 -2.797294 -0.137 1.018 -0.432 1.0121
N 2.575151 3.210885 1.051596 1.077 -0.472 0.818 0.3322
C 2.673591 3.901835 2.213486 -0.210 -0.138 -0.748 -0.4658
C 3.645991 3.687845 3.174746 0.703 -0.518 -0.437 -0.8171
C 4.589241 2.682355 2.932366 0.497 0.382 -0.206 -0.5343
C 4.572741 1.975215 1.739596 -0.831 0.860 0.652 -0.6396
C 3.538371 2.288545 0.866846 0.064 -0.445 -0.150 -0.0335
H 1.938881 4.686525 2.317656 -0.160 0.128 0.213 0.4260
H 3.774931 4.340525 4.025506 -0.357 -0.066 0.135 0.4972
H 5.435701 2.522105 3.583696 -0.120 0.038 0.429 0.3979
H 5.320481 1.235585 1.494176 -0.047 -0.049 -0.033 0.4705
H 3.570481 1.669605 -0.017614 -0.681 0.268 -0.612 0.3695
C -2.226129 2.781725 1.026786 -0.537 -0.062 -1.082 0.1182
C -3.116319 3.841095 0.339926 0.194 -0.347 0.716 0.2360
O -2.493739 5.097945 0.731466 -0.093 -0.080 0.030 -0.4329
C -1.333859 4.856385 1.357186 1.976 2.367 2.362 0.4817
O -0.585269 5.679025 1.942366 -2.761 -2.738 -2.617 -0.6389
O -1.093689 3.540075 1.378506 1.058 -0.339 0.522 0.1309
H -1.934499 1.977525 0.351286 0.116 0.131 -0.067 -0.5867
H -2.684439 2.295625 1.888046 -0.021 0.350 0.201 0.2347
H -4.117869 3.760995 0.762516 -0.024 0.449 -0.330 0.4171
H -3.117479 3.767355 -0.747574 -0.023 0.073 0.107 -0.1872
C 0.028541 2.188805 4.040216 -1.944 -0.620 -0.502 1.2519
C -1.372349 2.471995 4.595656 -0.620 -0.135 -2.993 -0.0424
O -1.168659 3.039865 5.806436 0.030 0.792 2.278 -0.3387
C 0.113761 2.963365 6.149736 2.314 1.040 3.557 0.4024
O 0.563951 3.317245 7.260276 -1.364 -1.422 -4.253 -0.6172
O 0.849971 2.439575 5.108936 0.865 0.876 2.650 -0.1010
H 0.200901 2.910345 3.241596 0.527 -0.778 -0.319 -0.3825
H -0.025199 1.113135 3.872466 0.957 0.103 -1.025 -0.3831
H -1.992489 1.576095 4.625456 -0.093 0.054 0.346 0.2262
H -1.800279 3.200045 3.906496 -0.617 0.032 0.265 0.0913
C -3.739169 -0.766455 -2.441844 0.887 -0.317 -0.932 1.0328
C -3.671089 0.731745 -2.608174 0.213 -0.155 -3.448 0.2266
O -4.561299 1.143765 -1.667034 -1.049 2.584 2.076 -0.4011
C -4.516489 0.310835 -0.643374 0.404 -0.739 1.617 0.5880
O -4.720499 0.557785 0.508176 -0.415 0.319 -0.202 -0.5584
O -4.107079 -0.883915 -1.066384 0.130 -0.927 -0.409 -0.2449
H -2.808009 -1.296695 -2.641564 0.007 0.146 0.443 -0.4191
H -4.447229 -1.160045 -3.171114 -0.533 -0.351 0.635 -0.2042
H -4.155629 1.076275 -3.521754 0.267 -0.443 -0.581 0.4105
H -2.697089 1.218015 -2.662584 0.222 -0.120 1.079 -0.5201
C 1.572911 4.877885 -3.218504 0.126 0.470 -0.461 -1.3013
C 1.394581 4.747095 -1.718724 -0.068 -1.237 -1.246 1.1609
C 1.717951 5.982715 -0.903184 0.465 -0.070 0.233 0.0476
C 1.191751 7.248595 -1.452024 -0.688 0.776 -0.371 0.0277
N 0.733131 8.217265 -1.899714 0.673 -1.352 0.590 -0.5474
H 2.621391 5.044675 -3.465464 0.063 0.502 -0.019 0.4740
H 0.944221 5.684525 -3.595564 0.179 0.083 -0.369 0.3804
H 1.336181 3.962115 -3.760184 -0.353 -0.071 0.271 -0.1024
H 2.081601 3.925265 -1.516994 -0.114 0.135 1.031 0.0128
H 0.386811 4.358375 -1.572414 -0.159 0.160 0.463 -0.5324
H 2.804371 6.039155 -0.835314 0.107 0.349 -0.126 0.4515
H 1.400201 5.848285 0.130766 -0.276 0.187 -0.019 -0.0668
C 2.757961 0.873565 -4.284214 -0.541 -0.404 -1.208 -1.0612
C 2.115941 1.264445 -5.675474 1.349 -0.233 1.242 -0.8521
C 0.786131 0.568165 -6.054494 0.111 1.467 -0.684 0.1710
C 0.704661 -0.861735 -5.847904 0.429 0.792 0.160 0.1651
N 0.666481 -1.985095 -5.654104 -0.182 -1.014 0.190 -0.4708
H 3.146971 -0.144655 -4.283064 -0.236 -0.180 -0.049 0.5239
H 1.972811 0.949765 -3.532004 0.166 0.073 0.212 0.0713
H 3.613001 1.497425 -4.023824 -0.233 0.299 -0.091 0.4919
H 2.791061 1.110235 -6.517214 0.335 -0.512 0.225 0.3920
H 2.122891 2.353665 -5.634724 -1.166 0.093 -0.182 0.3444
H 0.715321 0.761285 -7.124914 -0.253 -0.292 -0.206 0.4498
H -0.112649 1.044475 -5.662804 0.148 -0.006 0.509 -0.2035
C 2.919591 -0.244165 4.569706 -0.182 0.352 -0.626 -0.0647
C 3.199401 0.392985 5.886606 0.436 0.358 1.363 -0.5721
C 2.290881 -0.040095 7.019506 -0.673 0.189 1.445 -0.1949
C 2.221001 -1.455895 7.367946 0.102 -3.224 -0.215 0.0448
N 2.209151 -2.601635 7.623576 -0.022 2.860 -0.582 -0.5279
H 3.545371 0.275835 3.844376 0.147 -0.534 -0.318 -0.0479
H 1.893971 -0.052185 4.254526 -0.149 -0.049 0.101 -0.4095
H 3.051421 -1.326155 4.573566 0.256 0.036 -0.088 0.5561
H 3.154581 1.481185 5.842716 -0.423 0.042 -0.232 0.1104
H 4.216311 0.249925 6.252026 0.257 -0.495 -0.339 0.6185
H 1.273521 0.346725 6.960896 -0.154 -0.129 -0.509 -0.0531
H 2.592791 0.368905 7.983696 0.433 0.556 -0.053 0.5035
C -2.318649 6.176865 -2.680874 -1.046 -0.643 0.195 -0.6031
C -3.002819 5.707995 -4.005554 1.916 0.284 0.232 -0.8098
C -3.131359 4.146045 -4.189914 -1.321 1.508 0.408 -0.6650
C -1.924819 3.364035 -3.983344 -0.219 0.393 -0.253 0.2024
N -0.980179 2.746715 -3.779114 0.171 -0.212 0.006 -0.0520
H -2.913589 5.827705 -1.836944 0.056 -0.095 0.213 0.1246
H -2.256339 7.255445 -2.536384 -0.098 0.030 -0.518 0.5001
H -1.303919 5.801035 -2.549764 -0.026 -0.182 -0.252 -0.0809
H -2.324169 6.103705 -4.761154 -0.101 -0.274 -0.485 0.3394
H -3.942769 6.226015 -4.195974 -0.190 -0.423 0.283 0.4062
H -3.650649 3.956255 -5.129284 0.676 -0.177 -0.402 0.5965
H -3.897759 3.796885 -3.497944 0.167 -0.150 0.532 0.2186
C 0.818371 -5.638665 -1.831304 -1.468 -0.574 0.552 -1.4630
C -0.549529 -5.155325 -1.304874 -0.401 -1.281 0.942 1.0266
C -1.726949 -6.169175 -1.571674 0.683 -0.531 0.258 -0.1219
C -1.786029 -7.445275 -0.730054 0.348 -0.624 1.249 0.0749
N -1.872049 -8.368855 -0.009264 0.219 2.299 -1.952 -0.5368
H 0.991901 -6.676945 -1.548524 -0.115 -0.171 -0.005 0.4066
H 1.668621 -5.101115 -1.411544 -0.127 0.451 -0.636 0.2617
H 0.621551 -5.617835 -2.903184 1.139 0.176 -0.222 0.4396
H -0.776009 -4.191025 -1.759764 -0.269 -0.177 0.117 -0.3493
H -0.611809 -5.064925 -0.220414 0.557 0.494 0.209 -0.1391
H -1.662409 -6.463115 -2.619304 -0.502 -0.027 0.006 0.3751
H -2.656049 -5.644895 -1.348084 -0.085 -0.111 -0.393 0.0700
C -4.411549 -3.766565 1.542246 -0.121 0.438 -0.809 -1.2221
C -3.341169 -3.356925 2.522896 -0.072 -1.208 1.102 -0.4289
C -2.483139 -2.176435 2.159186 0.536 0.373 -0.359 0.6073
C -1.327379 -1.938155 3.061116 -3.546 -0.882 -2.536 -0.0408
N -0.447219 -1.746625 3.729956 2.848 0.687 2.229 -0.2858
H -5.049919 -2.917395 1.298346 -0.423 -0.155 0.174 0.3212
H -4.961649 -4.639165 1.894466 -0.231 0.334 0.256 0.4229
H -4.016699 -4.089535 0.578976 0.432 0.070 -0.070 0.1191
H -2.752509 -4.260865 2.679306 0.517 0.134 0.088 0.1381
H -3.783589 -3.163535 3.500116 -0.195 0.033 0.056 0.3958
H -3.078349 -1.263575 2.136586 -0.059 0.103 -0.032 0.1902
H -2.095739 -2.317745 1.150196 0.189 0.125 -0.101 -0.0947
C 0.691591 -5.915355 2.793566 0.139 -0.158 -0.905 -1.2500
C 1.440901 -4.738405 3.392626 -0.421 -0.578 0.955 0.4903
C 0.999381 -4.518785 4.863336 0.328 0.092 -0.247 0.3109
C 1.449811 -5.604715 5.769316 0.058 -0.094 -0.135 0.1227
N 1.823431 -6.473845 6.430436 -0.283 0.580 -0.449 -0.4843
H 0.830741 -6.832935 3.365206 0.010 0.044 0.017 0.4378
H 1.027141 -6.093985 1.771996 0.329 -0.226 -0.046 0.3191
H -0.376499 -5.760535 2.640826 -0.179 0.273 0.509 0.1827
H 1.255301 -3.826265 2.825466 0.057 0.080 0.093 -0.4670
H 2.510521 -4.945705 3.424856 0.078 0.073 -0.307 0.3630
H -0.087679 -4.444265 4.892586 -0.008 0.008 0.208 0.2538
H 1.414271 -3.571235 5.207006 -0.104 -0.075 0.306 -0.2953
```
Forces are in eV/Å.

Calculated values
HOMO level: -9.98 eV
Electronic energy: -95237.3451 eV
ΔE to the lowest compared entry with this formula, charge and spin: 0.00 kJ/mol